Entry from the Open Molecules 2025 dataset: an isolated molecule of C5H11N3O3 (ωB97M-V/def2-TZVPD).

XYZ file:
```
22
Properties=species:S:1:pos:R:3:forces:R:3:nbo_charge:R:1
C 2.1362 0.0258 0.0294 0.916 0.356 0.284 0.680
C -1.3245 0.4302 -0.2714 -1.202 2.938 -1.267 -0.408
C -1.0027 0.4818 1.1889 0.562 0.479 -0.215 -0.307
C -0.0710 0.6704 -1.1971 0.790 -0.267 2.294 -0.104
C 1.0426 -0.2624 -0.8757 -0.107 -1.175 0.827 0.241
N -0.1705 -0.5634 1.6202 2.964 -0.121 1.630 -0.229
N -0.3354 -1.8152 1.2796 0.840 0.451 1.799 -0.548
N 0.3641 2.0158 -1.1832 -1.530 1.312 0.857 -0.847
O 2.8709 -1.1145 0.2729 1.548 -0.529 1.884 -0.748
O 2.4449 1.1170 0.4487 0.173 -0.041 0.131 -0.598
O 0.7492 -1.5806 -1.0215 -1.818 1.122 -1.108 -0.666
H -1.8253 -0.4682 -0.6131 -0.144 -0.244 0.063 0.198
H -1.9979 1.3571 -0.6135 0.981 -2.042 0.987 0.214
H -0.3887 1.4177 1.3788 -1.178 -0.857 0.070 0.244
H -1.8290 0.3083 1.8979 -0.511 1.042 -0.447 0.217
H -0.5273 0.4287 -2.0789 -0.489 -1.010 -2.968 0.188
H -1.0038 -2.0132 0.6383 -2.528 -0.955 -2.533 0.334
H -0.3178 -2.4520 2.0517 0.409 -0.306 0.310 0.368
H 1.2613 2.3390 -1.3462 2.398 -0.556 0.123 0.390
H 3.5450 -1.0927 1.0691 -2.216 0.772 -2.408 0.515
H -0.1779 2.6649 -1.6947 -1.281 0.203 -0.482 0.359
H 1.4894 -2.1238 -1.2087 1.423 -0.572 0.169 0.506
```
Forces are in eV/Å.

The value obtained for the relative energy (zero: lowest compared OMol25 entry of this formula, charge and spin) is 391.94 kJ/mol. The calculation puts the total energy at -15971.7914 eV. The gap between HOMO and LUMO (alpha / beta) is 0.2611 / 0.3096 Eh. The lowest unoccupied orbital energy (alpha / beta) is -0.106 / 0.663 eV.